# 1
DFT (ωB97M-V/def2-TZVPD) results for the molecule C20H24N2O4.

Geometry (Å):
C  3.751  -1.860  -1.357
C  4.914  -0.954  -0.957
O  5.026  -0.702  0.431
C  3.904  -0.135  1.069
C  3.570  1.292  0.618
C  2.292  1.797  1.282
N  1.169  0.975  0.889
C  0.282  0.468  1.756
O  0.254  0.709  2.942
C  -0.723  -0.492  1.056
N  -1.474  0.198  0.020
C  -1.040  0.333  -1.243
O  0.119  -0.002  -1.544
C  -1.963  0.923  -2.228
C  -3.334  1.066  -1.991
C  -4.162  1.654  -2.922
C  -3.634  2.123  -4.119
C  -2.293  1.975  -4.389
C  -1.442  1.362  -3.465
O  -0.155  1.223  -3.796
C  -1.667  -1.103  2.053
C  -2.529  -0.288  2.777
C  -3.396  -0.841  3.703
C  -3.411  -2.209  3.911
C  -2.551  -3.024  3.195
C  -1.681  -2.473  2.270
H  3.727  -2.740  -0.718
H  2.796  -1.345  -1.290
H  3.889  -2.180  -2.387
H  5.861  -1.440  -1.204
H  4.859  -0.011  -1.520
H  4.166  -0.131  2.130
H  3.022  -0.776  0.939
H  4.400  1.956  0.863
H  3.428  1.312  -0.465
H  2.110  2.837  0.988
H  2.363  1.749  2.371
H  1.121  0.686  -0.084
H  -0.127  -1.270  0.561
H  -2.382  0.543  0.285
H  -3.771  0.688  -1.079
H  -5.217  1.749  -2.720
H  -4.280  2.592  -4.846
H  -1.864  2.313  -5.319
H  0.285  0.711  -3.075
H  -2.505  0.782  2.636
H  -4.058  -0.200  4.266
H  -4.087  -2.640  4.634
H  -2.555  -4.092  3.358
H  -1.008  -3.111  1.716

Net charge: 0
HOMO level: -8.9 eV
ΔE to the lowest compared entry with this formula, charge and spin: 0.859 eV
LUMO energy: 0.2703 eV
Kohn-Sham gap: 9.16 eV
Spin multiplicity: 1
SMILES: CCOCCCNC(=O)[C@H](NC(=O)c1ccccc1O)c1ccccc1

---

# 2
DFT (ωB97M-V/def2-TZVPD) results for a structure of composition C20H24N2O4P2V at a distorted geometry.

Geometry (Å):
C  1.925  -4.249  -2.266
C  1.067  -3.181  -2.504
C  -0.331  -3.329  -2.271
C  -0.820  -4.541  -1.660
C  0.098  -5.602  -1.433
C  1.445  -5.460  -1.738
C  -2.170  -4.588  -1.294
C  -3.018  -3.497  -1.509
C  -2.458  -2.323  -2.137
C  -3.266  -1.156  -2.293
C  -4.594  -1.174  -1.879
C  -5.166  -2.329  -1.317
C  -4.390  -3.468  -1.135
H  2.989  -4.128  -2.485
H  -0.295  -6.532  -1.013
H  2.151  -6.281  -1.579
H  -2.569  -5.488  -0.821
H  -5.189  -0.269  -2.021
H  -6.227  -2.307  -1.045
H  -4.818  -4.374  -0.697
N  -1.164  -2.294  -2.518
V  -0.104  -0.136  -0.253
C  1.552  -1.829  -2.934
H  0.776  -1.350  -3.537
H  2.499  -1.904  -3.473
C  -2.613  0.081  -2.840
H  -1.822  -0.222  -3.539
H  -3.359  0.769  -3.266
P  1.723  -0.653  -1.503
P  -1.609  0.977  -1.521
C  -2.934  1.817  -0.577
H  -2.439  2.489  0.142
H  -3.597  2.384  -1.253
H  -3.507  1.067  -0.013
C  -0.914  2.355  -2.513
H  -1.717  2.902  -3.037
H  -0.392  3.027  -1.817
H  -0.186  1.971  -3.242
C  3.103  -1.382  -0.583
H  3.948  -1.609  -1.244
H  3.409  -0.664  0.187
H  2.757  -2.297  -0.096
C  2.544  0.757  -2.311
H  2.817  1.474  -1.530
H  3.453  0.429  -2.829
H  1.887  1.253  -3.030
C  -1.115  -0.040  1.369
O  -1.750  0.123  2.345
H  -0.518  -1.609  -0.242
O  0.454  3.196  2.549
N  1.156  2.148  2.442
O  1.816  1.634  3.395
O  1.187  1.541  1.289

Net charge: +1
HOMO level (spin up / spin down): -11.3 / -11.3 eV
Expectation value of S²: 2.026
LUMO energy (spin up / spin down): -5.3060 / -5.2831 eV
Kohn-Sham gap (spin up / spin down): 5.94 / 5.98 eV
Spin multiplicity: 3

---

Q: What is the formula in the first record?
A: C20H24N2O4

---

Q: Among the records above, which one has the lowest net charge?
A: C20H24N2O4

---

Q: Look up the net charge of the first one.
A: 0